[1]
Below is a cluster of 5 separate species, CH12O5 in total in a non-equilibrium geometry, with properties calculated with the ωB97M-V functional and the def2-TZVPD basis.

Spin multiplicity: 2
Expectation value of S²: 0.759
Maximum force, eV/A: 1.8
Highest occupied orbital energy (spin up / spin down), eV: -15.27 / -15.26
Total charge: +1
HOMO-LUMO gap (spin up / spin down), eV: 11.2 / 3.9

Last column: natural (NBO) charge in e.
Cartesian coordinates (Å):
H  -2.362  -0.358  1.258  0.23
H  1.223  -0.359  -1.557  0.45
H  -1.564  -2.682  0.498  0.46
H  1.655  -1.811  -1.446  0.49
O  -1.164  0.453  -0.063  -0.44
O  -1.190  -3.135  -0.234  -0.92
H  -2.698  1.430  1.202  0.27
H  0.144  0.355  1.374  0.48
C  -2.368  0.554  0.650  -0.31
H  1.882  2.236  -0.007  0.46
H  -3.215  0.397  -0.046  0.30
O  0.963  0.484  1.893  -0.61
H  -1.338  -2.600  -1.011  0.46
H  1.675  -0.050  1.454  0.52
H  -0.886  1.291  -0.507  0.54
O  1.680  2.672  -0.845  -0.91
O  1.904  -0.930  -1.146  -0.94
H  1.744  1.944  -1.461  0.46



[2]
Below is a cluster of 5 separate species, CH13N3O4 in total in a non-equilibrium geometry, with properties calculated with the ωB97M-V functional and the def2-TZVPD basis.

Spin multiplicity: 1
Maximum force, eV/A: 1.3
SMILES string: N=C(N)N.O.O.O.O
Highest occupied orbital energy, eV: -9.79
Total charge: 0
HOMO-LUMO gap, eV: 10.3

Last column: natural (NBO) charge in e.
Cartesian coordinates (Å):
H  -0.286  2.978  -2.374  0.47
C  -1.788  0.512  1.259  0.59
H  3.505  -1.266  -1.006  0.48
H  -0.607  0.353  2.912  0.40
O  1.913  -2.752  -1.010  -0.99
H  1.496  -2.282  -0.256  0.50
H  3.252  -0.802  -2.398  0.46
H  2.600  -3.345  -0.701  0.47
H  -3.157  1.941  0.823  0.39
N  -0.930  0.240  0.369  -0.80
O  1.627  -0.803  0.994  -0.99
H  -1.190  0.493  -0.571  0.38
H  1.341  -1.094  1.866  0.46
H  -3.512  0.395  0.227  0.38
H  -0.995  2.148  -3.387  0.47
O  3.951  -0.799  -1.735  -0.95
N  -3.136  0.944  0.992  -0.89
H  -2.321  0.532  3.210  0.41
H  0.873  -0.249  0.673  0.51
O  -1.084  2.442  -2.471  -0.94
N  -1.552  0.412  2.584  -0.81



[3]
Below is a structure of composition CH13NSi4 in a non-equilibrium geometry, with properties calculated with the ωB97M-V functional and the def2-TZVPD basis.

Spin multiplicity: 1
Maximum force, eV/A: 3.3
Highest occupied orbital energy (spin up / spin down), eV: -7.75 / -7.60
Total charge: 0
HOMO-LUMO gap (spin up / spin down), eV: 7.1 / 7.0

Last column: natural (NBO) charge in e.
Cartesian coordinates (Å):
H  3.559  -0.708  1.613  -0.18
N  -1.080  0.571  -1.879  -1.73
H  -3.676  0.703  -1.941  -0.19
H  -2.970  -1.361  -2.353  -0.20
H  2.528  -0.557  4.808  0.25
H  1.150  1.954  -2.463  -0.16
Si  -2.647  0.051  -2.559  1.14
H  1.521  0.688  4.410  0.25
H  0.936  -0.937  4.398  0.25
H  1.229  -0.539  -2.649  -0.17
Si  2.215  -0.759  2.256  0.80
C  1.796  -0.307  4.004  -1.17
Si  0.354  0.711  -2.884  1.12
Si  -0.992  0.517  -0.152  0.96
H  -2.435  0.170  -3.938  -0.19
H  -1.535  1.838  0.412  -0.20
H  2.021  -2.190  2.382  -0.21
H  -0.285  0.743  -4.100  -0.20
H  -1.689  -0.587  0.634  -0.18



[4]
Below is a cluster of 6 separate species, CH13O5S in total in a non-equilibrium geometry, with properties calculated with the ωB97M-V functional and the def2-TZVPD basis.

Spin multiplicity: 2
Expectation value of S²: 0.753
Maximum force, eV/A: 4.6
Highest occupied orbital energy (spin up / spin down), eV: -10.60 / -10.23
Total charge: 0
HOMO-LUMO gap (spin up / spin down), eV: 10.6 / 7.1

Last column: natural (NBO) charge in e.
Cartesian coordinates (Å):
H  -0.316  0.629  1.571  0.48
H  1.033  3.277  1.159  0.47
H  -1.278  -2.043  -2.826  0.48
O  1.885  1.056  -1.209  -0.94
O  -0.189  1.476  1.123  -0.96
H  1.586  -1.653  -2.518  0.46
H  1.374  1.328  -0.428  0.48
O  -0.462  -1.588  -2.551  -0.96
H  -1.158  1.833  1.423  0.48
S  -1.452  -1.452  0.657  0.07
O  2.035  -1.780  -3.412  -0.93
C  -2.125  -1.442  2.395  -0.79
H  -3.202  -1.549  2.199  0.24
H  -0.652  -1.421  -1.585  0.48
H  -1.907  -0.668  3.115  0.22
H  2.085  0.131  -1.133  0.46
O  1.201  4.178  1.331  -0.93
H  1.146  -2.056  -3.719  0.47
H  2.176  4.103  1.393  0.46
H  -1.782  -2.359  3.016  0.26



[5]
Below is a structure of composition CH14BaO10 in a non-equilibrium geometry, with properties calculated with the ωB97M-V functional and the def2-TZVPD basis.

Spin multiplicity: 2
Expectation value of S²: 0.756
Maximum force, eV/A: 2.0
Highest occupied orbital energy (spin up / spin down), eV: -12.42 / -12.48
Total charge: +1
HOMO-LUMO gap (spin up / spin down), eV: 8.9 / 8.5

Last column: natural (NBO) charge in e.
Cartesian coordinates (Å):
H  2.031  3.030  -0.186  0.50
O  2.361  -0.918  0.482  -1.00
H  -3.371  -1.190  0.058  0.49
H  -2.104  -2.048  2.366  0.50
O  -2.583  -1.093  -0.477  -0.99
O  2.617  -0.636  -3.312  -0.29
H  2.814  -1.549  1.042  0.49
O  -1.353  -1.456  2.318  -0.98
H  -2.851  -1.373  -1.352  0.51
H  1.661  1.805  -0.994  0.50
H  -0.939  2.724  -1.420  0.51
Ba  -0.232  -0.003  0.269  1.89
H  -0.740  -1.793  2.972  0.49
O  -1.120  1.838  2.316  -0.98
O  -1.519  2.035  -1.097  -0.99
O  2.843  0.956  -1.864  -0.73
O  0.848  0.094  -2.324  -0.80
H  -2.326  2.145  -1.599  0.49
H  -0.677  2.655  2.087  0.50
O  1.310  2.423  -0.353  -1.04
H  0.265  -2.991  0.972  0.47
O  0.030  -2.744  0.078  -0.97
H  3.028  -0.629  -0.141  0.52
C  2.082  0.175  -2.503  0.90
H  -0.306  -3.550  -0.313  0.50
H  -1.766  2.091  2.976  0.50



[6]
Below is a structure of composition CH14LiO10 in a non-equilibrium geometry, with properties calculated with the ωB97M-V functional and the def2-TZVPD basis.

Spin multiplicity: 1
Maximum force, eV/A: 7.8
Highest occupied orbital energy, eV: -2.48
Total charge: -1
HOMO-LUMO gap, eV: 4.3

Last column: natural (NBO) charge in e.
Cartesian coordinates (Å):
O  1.565  -0.168  -0.941  -0.94
Li  -0.340  -0.080  -0.051  0.87
H  1.927  -0.392  1.857  0.48
H  1.711  0.366  -1.725  0.50
H  1.152  2.189  0.726  0.52
H  -1.169  -2.806  -0.005  0.46
O  -0.127  -0.523  -3.413  -1.02
H  -0.559  -0.231  -4.234  0.46
O  -0.477  1.877  0.346  -0.94
H  0.166  -1.428  2.071  0.48
H  -0.156  0.017  2.440  0.51
H  -3.672  -0.805  1.960  0.47
O  -0.788  -2.135  -0.522  -0.94
H  3.278  0.090  1.175  0.48
H  -2.621  -1.488  1.011  0.45
O  2.035  2.533  0.849  -1.00
H  -0.481  0.091  -2.770  0.52
H  1.812  -1.045  -1.186  0.47
O  -1.294  0.842  -1.545  -0.94
O  -2.370  2.651  -0.648  -0.90
H  -0.820  -2.384  -1.420  0.50
O  2.854  -0.583  1.679  -1.01
H  2.148  2.798  1.748  0.45
O  0.404  -0.513  1.882  -0.92
C  -1.304  1.763  -0.637  0.93
O  -2.873  -0.637  1.354  -0.92



[7]
Below is a cluster of 5 separate species, CH14N2O4 in total in a non-equilibrium geometry, with properties calculated with the ωB97M-V functional and the def2-TZVPD basis.

Spin multiplicity: 1
Maximum force, eV/A: 3.8
SMILES string: NCN.O.O.O.O
Highest occupied orbital energy, eV: -9.62
Total charge: 0
HOMO-LUMO gap, eV: 10.2

Last column: natural (NBO) charge in e.
Cartesian coordinates (Å):
H  -0.116  3.197  -1.479  0.35
N  -1.584  0.693  -0.051  -0.87
O  2.489  0.468  -1.338  -0.98
H  0.492  -1.633  -0.061  0.50
O  -1.352  -1.329  2.030  -0.99
O  0.683  -1.693  -1.021  -0.97
H  0.045  1.866  0.549  0.17
H  1.699  -2.652  2.344  0.47
H  -1.775  -0.921  2.826  0.48
H  -1.412  2.750  0.240  0.17
H  -1.833  -0.782  1.367  0.50
O  1.371  -2.189  1.533  -0.97
H  1.857  -0.264  -1.363  0.50
N  -0.324  2.202  -1.562  -0.86
C  -0.804  1.925  -0.115  -0.06
H  -1.174  -0.048  -0.604  0.36
H  -2.466  0.826  -0.427  0.36
H  3.303  0.208  -1.789  0.47
H  -0.118  -2.108  -1.400  0.48
H  0.589  1.682  -1.611  0.38
H  0.432  -2.196  1.932  0.49



[8]
Below is a cluster of 6 separate species, CH14O5 in total in a non-equilibrium geometry, with properties calculated with the ωB97M-V functional and the def2-TZVPD basis.

Spin multiplicity: 1
Maximum force, eV/A: 3.9
SMILES string: C.O.O.O.O.O
Highest occupied orbital energy, eV: -11.04
Total charge: 0
HOMO-LUMO gap, eV: 11.4

Last column: natural (NBO) charge in e.
Cartesian coordinates (Å):
H  -1.890  0.222  -1.716  0.21
H  -1.767  -0.240  1.090  0.48
H  -0.398  -1.554  -0.738  0.49
H  -2.393  1.635  -2.621  0.22
H  1.028  0.070  -1.543  0.47
O  -1.351  -0.865  1.680  -0.97
H  2.183  1.426  1.995  0.49
O  2.515  2.331  1.804  -0.97
H  0.474  -0.155  1.660  0.50
H  -0.709  1.426  -2.417  0.20
H  1.281  -0.376  -0.220  0.48
C  -1.728  1.299  -1.930  -0.84
O  1.154  -0.746  -1.060  -0.93
H  1.399  -0.959  2.452  0.49
H  3.041  2.258  0.976  0.46
H  -1.791  1.818  -1.013  0.21
O  -0.865  -2.376  -0.739  -0.99
O  1.434  -0.358  1.717  -0.99
H  -0.242  -3.139  -0.699  0.48
H  -1.376  -1.716  1.320  0.50